# 1
112
Properties=species:S:1:pos:R:3:forces:R:3:lowdin_charge:R:1 method="wB97M-V/def2-TZVPD" fmax_ha_per_bohr=0.1300 spin_multiplicity=2 s2=0.758 e_homo_ha="-0.4098 / -0.4098" e_lumo_ev="-4.4 / -8.6" de_lowest_kj_mol=148.8 homo_lumo_gap_ev="6.72 / 2.54"
O 1.470933 0.032354 -2.658649 -0.80 -1.26 4.29 0.28
C 1.207573 -0.405759 -1.457036 1.24 4.66 -2.16 -0.17
O 1.144234 0.282020 -0.335993 0.71 -1.24 -3.57 0.32
B 0.685598 -0.663348 0.700692 -0.52 -0.14 2.81 -0.82
O 0.709395 -2.014361 0.023116 0.08 1.39 3.23 0.32
C 0.935904 -1.856398 -1.192720 -0.63 -5.40 -3.89 -0.42
O 0.884431 -2.763886 -2.019867 0.48 2.56 0.75 0.19
O -0.661542 -0.354398 1.076680 -1.35 -0.05 -1.34 0.24
C -0.806277 -0.296318 2.370391 -4.47 -1.01 2.90 -0.30
O -1.880747 -0.393204 3.020016 3.78 0.75 -2.70 0.13
C 0.561947 -0.329181 2.948417 0.64 0.70 4.62 -0.36
O 1.409044 -0.525005 1.980507 1.41 -0.67 -2.09 0.27
O 0.823239 -0.206402 4.145408 -0.36 -0.35 -2.86 0.16
C 4.230884 -3.383378 -2.668650 -3.47 0.88 0.12 -0.21
C 4.330844 -1.781121 -2.589726 -0.26 -2.29 -0.37 -0.17
O 5.689694 -1.666273 -2.312337 1.86 1.10 -0.15 -0.19
S 6.597107 -2.903361 -2.855527 2.33 -0.44 -1.20 0.74
O 7.768319 -3.142231 -2.034175 -2.52 0.64 -0.82 -0.22
O 6.850507 -2.759972 -4.299854 -1.57 -0.38 3.05 -0.23
O 5.426397 -3.991664 -2.448662 3.42 0.79 -0.54 -0.16
H 3.858637 -3.665095 -3.653626 -0.33 -0.02 0.13 0.13
H 3.617600 -3.749354 -1.845215 -0.54 -0.01 -0.40 0.13
H 3.746024 -1.271493 -1.823983 0.35 -0.43 0.63 0.11
H 3.950398 -1.349353 -3.515439 0.75 0.08 -0.42 0.10
C 4.097187 2.929211 -4.351753 -1.35 -1.35 -1.70 -0.15
C 4.315230 2.004707 -3.153262 -0.27 -0.29 -1.03 -0.16
O 5.429453 1.164255 -3.441731 0.72 -0.10 -1.38 -0.19
S 5.496207 0.878496 -5.120272 1.26 0.49 -0.35 0.82
O 4.457831 -0.090895 -5.512705 2.06 2.09 1.09 -0.25
O 6.912168 0.694870 -5.551641 -4.73 0.86 1.53 -0.22
O 4.908029 2.440047 -5.440572 2.43 -1.48 0.18 -0.21
H 4.075038 4.006830 -4.189459 1.04 -0.10 -0.09 0.14
H 3.170384 2.679479 -4.868245 -1.01 0.45 1.05 0.13
H 3.498110 1.283993 -3.184716 -0.84 0.10 0.68 0.10
H 4.355303 2.581517 -2.229249 0.56 -0.54 0.15 0.14
C 0.662181 3.427246 -0.744073 -1.76 -0.16 0.99 -0.19
C 0.259322 4.928188 -0.423373 2.10 -0.48 -1.78 -0.11
O 1.173869 5.302595 0.637129 0.39 0.18 0.36 -0.20
S 2.557899 4.432212 0.547189 -0.34 1.12 -3.20 0.75
O 3.210003 4.417692 1.820046 -1.03 -0.42 -1.48 -0.19
O 3.310473 4.791885 -0.710625 -2.16 -1.16 3.61 -0.28
O 1.645942 3.092387 0.210545 2.44 0.20 0.50 -0.23
H 0.930083 3.232457 -1.782525 0.60 0.45 0.00 0.12
H -0.104804 2.691428 -0.502427 -0.41 0.37 -0.05 0.09
H -0.792536 5.194708 -0.320097 0.24 -0.39 1.12 0.14
H 0.601605 5.484796 -1.295801 -0.12 0.24 -0.07 0.12
C -3.171541 -0.985035 5.503505 -0.36 -0.67 0.21 -0.17
C -1.800169 -1.454323 5.988836 -0.36 1.10 -1.53 -0.21
O -2.071599 -2.422240 6.931165 -1.26 -2.08 2.44 -0.20
S -3.634620 -2.486294 7.475615 -0.74 0.85 0.01 0.76
O -3.714947 -2.299643 8.936780 0.40 -0.50 -3.80 -0.25
O -4.368373 -3.565182 6.804539 1.77 1.94 1.49 -0.25
O -4.006663 -1.058222 6.701728 0.40 -0.79 0.40 -0.21
H -3.563662 -1.702064 4.782240 -0.08 -0.07 -0.03 0.12
H -3.198594 -0.012190 5.012650 -0.03 0.00 0.74 0.09
H -1.208475 -0.641039 6.409037 0.06 -0.09 0.07 0.14
H -1.286053 -1.942502 5.160918 0.22 0.25 0.10 0.12
C 4.251941 -0.515798 5.020798 1.32 -0.80 -1.64 -0.19
C 3.823170 0.901690 4.909204 -3.44 0.70 -1.25 -0.23
O 4.792396 1.803635 5.304469 2.76 0.27 1.24 -0.17
S 6.109308 1.012558 5.829947 2.09 0.41 1.55 0.74
O 6.560999 1.552458 7.137053 -1.87 -1.66 -3.33 -0.25
O 7.150399 0.851172 4.818556 -2.26 0.37 1.24 -0.25
O 5.283410 -0.389146 5.964032 1.63 -0.09 1.85 -0.19
H 4.676819 -0.964459 4.122861 0.24 0.37 -0.40 0.13
H 3.497221 -1.256209 5.285905 -0.09 0.57 0.83 0.14
H 2.948779 0.941125 5.558813 -0.01 0.76 0.16 0.13
H 3.550519 1.316601 3.938832 -0.43 -0.88 -0.27 0.14
C -4.892856 1.238419 3.289860 -1.54 -2.60 0.58 -0.25
C -4.583688 2.289546 4.321723 1.06 -0.26 -1.62 -0.16
O -5.721254 3.153872 4.194605 -0.78 -0.16 0.44 -0.18
S -6.675843 2.905430 2.856965 1.16 0.39 -0.01 0.72
O -6.572253 4.119716 2.120132 -0.03 -0.49 -0.15 -0.23
O -8.015211 2.406517 3.100709 2.53 -0.13 0.26 -0.22
O -5.580166 1.807874 2.244627 -2.69 3.66 -1.96 -0.22
H -5.741377 0.646197 3.632470 0.92 -1.44 1.23 0.13
H -4.162789 0.674609 2.709153 0.64 -0.15 1.16 0.12
H -3.633537 2.689016 3.967117 -0.22 1.34 -0.07 0.13
H -4.319875 1.944452 5.321428 -1.12 -0.07 0.15 0.13
C -1.140821 -1.718323 -4.590791 0.08 -0.51 -0.48 -0.20
C -1.265300 -3.182952 -5.076587 -1.63 0.38 0.85 -0.16
O -1.662561 -3.087300 -6.427869 -0.47 0.75 -2.20 -0.21
S -2.748287 -1.842322 -6.734358 1.07 -2.31 2.21 0.78
O -4.102593 -2.272403 -6.391040 2.79 1.28 0.04 -0.23
O -2.506313 -1.306376 -8.031750 0.22 0.04 1.20 -0.21
O -1.891437 -0.950358 -5.508327 -1.96 0.67 -1.41 -0.22
H -0.098795 -1.400369 -4.625018 0.25 0.16 -0.44 0.12
H -1.449454 -1.496660 -3.569165 -0.54 -0.46 -0.04 0.08
H -2.134492 -3.690230 -4.657917 0.38 -0.05 1.00 0.10
H -0.349285 -3.746461 -4.899130 -0.11 0.01 -0.65 0.14
C -3.229842 -3.643084 -0.455073 -0.51 -0.09 0.10 -0.18
C -2.830817 -2.297813 -1.046720 0.58 -0.23 -0.37 -0.18
O -3.894036 -1.832422 -1.898961 -0.28 -0.90 -0.79 -0.22
S -4.815097 -3.142821 -2.385657 -1.61 1.35 1.29 0.78
O -4.142450 -3.929712 -3.392290 -0.50 0.92 1.21 -0.24
O -6.215674 -2.690199 -2.589166 4.32 -1.48 0.95 -0.22
O -4.552461 -3.806967 -0.870726 -2.70 -0.45 -1.89 -0.20
H -3.266416 -3.577852 0.632357 0.15 -0.34 -0.07 0.14
H -2.674175 -4.505248 -0.823862 0.45 0.22 0.21 0.13
H -1.949090 -2.521740 -1.647157 0.26 0.67 -0.09 0.10
H -2.652962 -1.593893 -0.233733 -0.08 0.34 -0.50 0.12
C -2.538389 2.453873 -2.643827 0.29 0.38 -0.75 -0.17
C -1.930826 1.119712 -2.422727 -0.49 -1.41 -0.77 -0.18
O -1.809587 1.005403 -1.008993 0.25 -0.08 1.01 -0.24
S -3.087934 1.690207 -0.249240 0.22 1.14 0.41 0.72
O -2.550247 2.538469 0.833889 -1.20 -2.21 -2.46 -0.23
O -4.182622 0.765373 -0.038130 2.14 1.37 -0.22 -0.19
O -3.429318 2.585249 -1.559824 -0.80 0.67 1.12 -0.16
H -3.062422 2.604029 -3.587734 -0.41 -0.52 0.20 0.15
H -1.731283 3.182296 -2.721777 -0.08 0.59 0.91 0.12
H -0.976041 1.023495 -2.939660 0.21 -0.02 0.45 0.13
H -2.569511 0.295938 -2.741455 -0.18 0.06 -0.27 0.12



# 2
64
Properties=species:S:1:pos:R:3:forces:R:3:nbo_charge:R:1 method="wB97M-V/def2-TZVPD" fmax_ha_per_bohr=0.1025 spin_multiplicity=1 e_homo_ha=-0.2539 e_lumo_ev=0.3 de_lowest_kj_mol=129.5 homo_lumo_gap_ev=7.25
Hf 0.023022 -0.334723 -0.575995 0.01 0.47 4.22 1.84
P 2.504322 -0.457723 -0.743195 3.80 -0.11 -0.41 0.87
P -2.457578 -0.207623 -0.364495 -3.92 0.34 0.36 0.85
N -0.018478 0.721477 -2.017495 -0.04 2.42 -4.68 -1.12
H 1.460622 -2.872523 1.696805 -0.40 0.02 -0.05 0.14
C 3.268722 -1.938523 -1.570995 -0.21 0.01 0.02 -0.92
H 4.372422 -1.882523 -1.594695 -0.51 0.07 0.04 0.23
H 2.884422 -2.004523 -2.603095 0.17 0.01 0.38 0.24
H 2.962622 -2.850723 -1.030595 0.13 0.33 -0.20 0.24
C 3.444822 -0.408423 0.850005 -0.01 0.00 -0.02 -0.92
H 4.523822 -0.586123 0.695105 -0.45 0.09 0.02 0.23
H 3.040222 -1.175123 1.531605 0.23 0.27 -0.27 0.24
H 3.296722 0.580877 1.313305 0.08 -0.40 -0.13 0.25
C 3.238122 0.938777 -1.696495 0.03 -0.06 0.09 -0.92
H 4.339822 0.945777 -1.623495 -0.43 -0.01 -0.01 0.23
H 2.828122 1.882277 -1.300795 0.16 -0.32 -0.20 0.26
H 2.934922 0.847677 -2.752295 0.04 0.07 0.41 0.26
C -3.494778 -1.579123 -1.073295 0.26 -0.03 -0.06 -0.91
H -4.576978 -1.382423 -0.965595 0.52 0.01 -0.01 0.23
H -3.242678 -2.522223 -0.559595 -0.11 0.35 -0.18 0.24
H -3.248978 -1.692423 -2.142895 -0.14 0.03 0.39 0.24
C -3.128078 -0.092623 1.356005 0.12 -0.02 -0.02 -0.92
H -4.232478 -0.085923 1.368405 0.45 0.01 -0.08 0.23
H -2.747978 0.832677 1.820005 -0.20 -0.40 -0.17 0.26
H -2.757078 -0.951323 1.940205 -0.14 0.32 -0.20 0.25
C -3.165578 1.280477 -1.190795 0.03 -0.06 0.04 -0.92
H -4.245778 1.385177 -0.987695 0.43 -0.05 -0.04 0.23
H -2.995378 1.196077 -2.276595 -0.01 0.06 0.41 0.25
H -2.624678 2.168477 -0.825195 -0.22 -0.29 -0.16 0.26
C 0.006522 1.529677 -3.119395 -0.02 0.30 -0.46 0.15
C 0.048022 1.837377 -5.544395 0.00 0.15 0.24 -0.19
C 0.019422 0.989577 -4.432495 0.02 0.59 0.03 -0.28
C 0.022922 2.941777 -2.961895 0.01 -0.23 -0.54 -0.22
C 0.052222 3.775577 -4.082395 0.00 -0.24 -0.08 -0.22
C 0.064922 3.232177 -5.378595 0.00 -0.12 0.15 -0.27
H 0.057722 1.406577 -6.551895 0.00 0.19 0.37 0.20
H 0.006622 -0.098623 -4.549795 0.00 0.38 0.04 0.20
H 0.014022 3.349677 -1.946495 0.00 -0.13 -0.35 0.20
H 0.065522 4.862677 -3.945295 -0.01 -0.41 -0.08 0.21
H 0.087722 3.890877 -6.252895 -0.01 -0.27 0.36 0.21
C 0.381022 -2.941923 1.431905 -0.09 0.17 -0.06 0.11
O 0.058422 -1.856423 0.605705 0.39 -2.78 1.33 -0.92
C 0.158322 -4.257023 0.673205 0.12 -0.46 0.11 -0.63
H -0.277478 -5.015123 1.348405 0.26 0.17 -0.36 0.21
H 1.109422 -4.651223 0.273805 -0.44 0.09 0.04 0.20
H -0.538678 -4.098523 -0.167295 0.23 -0.02 0.38 0.21
C -0.440478 -2.865423 2.724005 -0.17 0.07 0.19 -0.64
H -1.391378 -3.417123 2.619805 0.31 0.20 0.04 0.20
H -0.667678 -1.812523 2.967605 0.15 -0.56 -0.11 0.23
H 0.127722 -3.293323 3.565905 -0.30 0.03 -0.21 0.21
Cl -1.806678 3.314677 2.496805 0.31 -0.45 0.10 -0.03
C -0.889578 2.008277 3.248505 0.49 -0.81 0.69 -0.05
C -1.076778 1.801277 4.621805 0.12 -0.10 -0.32 -0.22
C -0.358578 0.811677 5.292805 0.04 0.04 -0.33 -0.24
C 0.556822 0.026677 4.596705 -0.10 0.38 -0.37 -0.22
C 0.747722 0.223577 3.227105 -0.71 0.48 1.22 -0.17
C 0.026122 1.197077 2.526605 -0.12 0.84 -1.02 -0.03
C 0.303022 1.411377 1.053305 -0.32 -0.12 -0.11 -0.94
H -1.775078 2.416477 5.175005 -0.01 0.04 -0.10 0.22
H -0.505078 0.659477 6.354605 -0.05 0.05 -0.03 0.21
H 1.120722 -0.736823 5.116605 0.02 -0.02 0.01 0.21
H 1.457022 -0.394323 2.719205 0.17 -0.17 -0.40 0.20
H -0.303378 2.246077 0.655105 0.29 -0.27 0.22 0.23
H 1.352622 1.750677 0.962205 -0.24 -0.11 -0.11 0.22



# 3
76
Properties=species:S:1:pos:R:3:forces:R:3:lowdin_charge:R:1 method="wB97M-V/def2-TZVPD" fmax_ha_per_bohr=0.1039 spin_multiplicity=1 total_charge=+1 e_homo_ha=-0.3879 e_lumo_ev=-3.5 homo_lumo_gap_ev=7.09
C 3.134537 0.855551 1.162481 -0.28 0.35 -0.51 -0.08
C 2.939250 0.423083 -0.340212 -1.46 -0.63 0.38 -0.12
C 3.386813 -1.027355 -0.646307 1.38 0.75 -0.78 -0.44
O 4.462167 -1.210630 -1.140228 -0.36 -0.25 0.45 0.16
O 2.589805 -2.151600 -0.385273 -0.66 0.85 0.41 -0.12
C 1.419284 -2.204770 -1.210561 0.27 0.02 -0.86 -0.16
C 0.202529 -2.853148 -0.514688 1.61 -0.18 -1.78 -0.15
N -0.154439 -2.237858 0.802848 -4.51 -2.77 -0.74 -0.32
P 0.949781 -2.512335 2.281447 2.92 1.57 2.11 0.61
O 0.030628 -2.871546 3.612302 0.00 -0.13 -1.63 -0.35
I 2.258533 -4.577668 1.969118 -0.97 0.27 -0.10 0.59
C -1.395552 -3.051010 1.194838 -2.88 -1.22 -0.75 -0.20
O -2.318675 -2.202634 1.866954 0.86 0.65 0.97 -0.07
C -1.780219 -0.877450 1.994739 2.34 -0.52 0.12 -0.14
C -0.762996 -0.884198 0.810410 1.98 4.09 0.21 -0.34
S -1.820920 -0.365247 -0.681047 1.61 0.34 1.27 1.03
O -1.030412 -0.095884 -1.898974 0.10 0.02 0.70 -0.39
O -3.139588 -1.610641 -1.302936 -3.15 -3.12 -2.33 -0.28
C -2.745346 1.246566 -0.301530 0.42 1.65 -0.07 -0.48
F -3.072269 1.736314 -1.531756 0.65 -0.81 0.71 0.11
F -3.931474 1.011703 0.312346 1.34 -0.17 0.14 0.12
C -1.906024 2.371062 0.402398 -1.05 2.32 -0.70 -0.50
F -0.606857 2.350846 0.027763 -0.85 -0.70 0.81 0.14
F -2.054643 2.402850 1.741120 0.61 -0.72 -0.79 0.16
F -2.380378 3.574066 -0.049531 0.23 -0.97 0.60 0.13
H 2.214898 1.412894 1.460684 0.71 -0.43 0.02 0.07
H 3.977505 1.575761 1.240592 -0.41 -0.74 0.10 0.08
H 3.264127 -0.017352 1.832115 0.01 0.56 -0.31 0.05
H 3.441609 1.113519 -1.048513 -0.22 -0.68 0.49 0.13
H 1.838512 0.475634 -0.541637 0.80 0.11 -0.03 0.09
H 1.668544 -2.858186 -2.085471 -0.33 0.42 0.59 0.16
H 1.234931 -1.194733 -1.631765 -0.43 -0.60 0.37 0.12
H 0.431788 -3.939280 -0.404994 -0.19 0.86 0.58 0.11
H -0.634012 -2.828961 -1.253400 0.30 0.43 0.87 0.14
H 0.089651 -2.105379 4.212468 0.11 -0.27 -0.12 0.06
H -1.189208 -4.035139 1.683524 0.41 1.21 0.45 0.14
H -2.014885 -3.383384 0.322963 1.09 0.54 0.00 0.14
H -1.109078 -0.698461 2.878636 -0.81 -0.66 -0.16 0.12
H -2.504277 -0.048908 2.094329 -0.11 -0.86 -0.79 0.13
H 0.111879 -0.184385 0.849599 -0.68 -0.35 0.68 0.12
C 6.136485 -1.521235 6.070814 -0.02 -0.02 -0.04 -0.10
C 5.795178 -0.241168 5.316647 0.30 -0.28 0.09 -0.26
C 4.316360 0.144156 5.424822 0.31 0.30 -0.09 -0.18
C 3.439144 -0.839365 4.791348 -0.06 0.06 0.17 -0.19
N 2.751996 -1.617876 4.300565 0.07 0.05 0.19 0.12
H 5.602359 -2.381239 5.661100 -0.01 0.02 0.03 0.07
H 7.204122 -1.728976 5.995775 -0.04 -0.01 0.03 0.08
H 5.882889 -1.432050 7.129217 0.01 -0.02 -0.02 0.08
H 6.078426 -0.353455 4.267190 -0.09 0.09 0.01 0.11
H 6.396452 0.575194 5.722174 -0.14 0.07 -0.06 0.11
H 4.163375 1.112938 4.942930 -0.16 -0.08 -0.03 0.12
H 4.036586 0.265552 6.473648 -0.11 -0.14 -0.05 0.13
C -6.513618 -3.979653 -4.119438 0.03 0.03 0.02 -0.10
C -6.133945 -2.680430 -4.820898 -0.34 -0.26 0.16 -0.25
C -4.626070 -2.407591 -4.807636 -0.30 0.12 -0.35 -0.14
C -4.110831 -2.197267 -3.455397 0.16 -0.11 -0.03 0.06
N -3.708225 -2.041020 -2.393788 -0.62 -0.30 -0.77 0.04
H -6.253939 -3.952681 -3.058578 0.00 -0.02 -0.02 0.07
H -7.588357 -4.146167 -4.191827 0.05 -0.02 0.02 0.08
H -6.007729 -4.833551 -4.575050 -0.02 0.00 0.02 0.08
H -6.670123 -1.849204 -4.357181 0.10 0.05 -0.07 0.12
H -6.466508 -2.732799 -5.859358 0.15 0.11 0.00 0.12
H -4.418452 -1.515439 -5.403949 0.15 0.02 0.16 0.13
H -4.091329 -3.234684 -5.280218 0.08 0.00 0.17 0.13
C -0.557572 5.154698 -2.069421 0.12 0.01 -0.07 -0.11
C 0.356194 6.358506 -1.869517 -0.17 -0.27 0.13 -0.26
C 0.352527 7.318257 -3.061559 0.15 0.13 0.33 -0.19
C 0.899133 6.700546 -4.270515 -0.14 0.11 -0.05 -0.24
N 1.319389 6.210183 -5.219275 0.02 -0.06 0.05 0.15
H -0.231229 4.542626 -2.913209 -0.03 0.06 -0.02 0.08
H -0.549429 4.525848 -1.182816 0.01 0.06 -0.05 0.04
H -1.587337 5.470182 -2.251503 0.01 -0.03 0.00 0.08
H 1.373008 6.011362 -1.669781 0.01 0.11 -0.06 0.11
H 0.027053 6.904453 -0.981878 0.06 0.09 -0.08 0.11
H 0.951249 8.197710 -2.814095 0.01 -0.01 -0.16 0.12
H -0.662779 7.671907 -3.254203 0.04 -0.07 -0.12 0.12